1.
ORCA calculation (ωB97M-V with the def2-TZVPD basis set) on a structure of composition C3HFO2V at a distorted geometry.

```
8
Properties=species:S:1:pos:R:3
F -0.499 2.936 0.589
O 0.644 -1.305 0.252
O 2.744 -0.511 -0.125
C -0.610 -1.081 -0.002
C -1.733 -0.848 -0.388
C 1.621 -0.205 0.141
H -2.751 -0.613 -0.630
V 0.583 1.627 0.163
```

Computed properties:
Orbital gap (alpha / beta), eV: 8.380 / 8.357
Multiplicity: 4
E_LUMO (alpha / beta), eV: -1.21 / -1.26
DFT total energy, eV: -35623.1487
Expectation value of S²: 3.7574
Net charge: 0

=====

2.
ORCA calculation (ωB97M-V with the def2-TZVPD basis set) on the ion C4H7FN3 with charge +1 at a distorted geometry.

```
15
Properties=species:S:1:pos:R:3
C -1.562 -0.676 -0.030
C 0.816 -0.099 0.138
C -0.979 1.524 -0.099
C -0.162 -1.070 -0.441
N -1.958 0.528 0.068
N 0.461 1.164 0.129
N 1.902 -0.616 0.413
F 0.119 -2.336 0.099
H -2.138 -1.586 0.181
H -0.901 1.948 -1.178
H -1.306 2.248 0.617
H -0.034 -1.069 -1.586
H 1.075 1.749 0.671
H 1.933 -1.614 0.382
H 2.733 -0.097 0.638
```

Computed properties:
Orbital gap (alpha / beta), eV: 6.922 / 8.030
Multiplicity: 3
E_LUMO (alpha / beta), eV: -3.57 / -7.46
ΔE to the lowest compared entry with this formula, charge and spin, kJ/mol: 5.3
DFT total energy, eV: -11437.3596
Expectation value of S²: 2.0059
Net charge: +1

=====

3.
ORCA calculation (ωB97M-V with the def2-TZVPD basis set) on a cluster of 2 separate species, C7H10N2O3S in total at a distorted geometry.

```
23
Properties=species:S:1:pos:R:3
C 2.526 1.377 -0.219
C 1.973 0.060 -0.121
C 2.211 2.211 0.797
C 1.147 -0.050 0.950
C -1.438 1.064 -1.918
C 0.210 -1.072 1.289
C -1.508 -0.214 0.065
N 0.314 -2.290 0.776
N -2.237 -1.290 0.471
O -3.067 -1.249 1.372
O -1.977 -2.435 -0.050
O -0.907 -0.101 -1.184
S 1.043 1.566 1.836
H 3.362 1.548 -0.811
H 1.961 -0.720 -1.016
H 2.643 3.110 0.841
H -2.523 1.013 -2.448
H -0.593 1.192 -2.756
H -1.396 2.114 -1.377
H -0.481 -1.047 2.182
H -1.661 0.663 0.633
H -0.651 -2.902 0.574
H 1.048 -2.548 0.114
```

Computed properties:
Orbital gap (alpha / beta), eV: 7.430 / 7.428
E_LUMO (alpha / beta), eV: -0.53 / -0.54
ΔE to the lowest compared entry with this formula, charge and spin, kJ/mol: 654.2
DFT total energy, eV: -27371.9838
Net charge: 0

=====

4.
ORCA calculation (ωB97M-V with the def2-TZVPD basis set) on a cluster of 5 separate species, C41H59N6O4P in total at a distorted geometry.

```
111
Properties=species:S:1:pos:R:3
C -0.896 2.051 2.830
C -0.836 3.363 2.066
O -0.126 3.186 0.810
P 0.441 4.459 0.036
O -0.136 5.740 0.479
C 0.199 4.038 -1.701
C 0.040 2.545 -2.004
C 1.369 1.792 -2.219
C 1.852 1.248 -0.934
N 2.187 0.832 0.075
C 1.229 0.656 -3.266
C 2.557 0.322 -3.805
N 3.591 0.065 -4.215
C 0.450 -0.570 -2.710
C 1.117 -1.937 -2.867
C 0.122 -3.082 -2.590
C 0.561 -4.010 -1.460
C -0.427 -5.161 -1.201
C -0.659 -5.473 0.290
C -0.774 -6.976 0.603
C 0.530 -7.561 1.148
C 0.424 -9.050 1.494
C 1.421 -9.537 2.542
O 2.709 -9.781 2.009
C 3.581 -8.670 1.955
O 2.030 4.346 0.142
C 2.741 4.897 1.271
C 2.747 3.944 2.470
H -0.307 2.075 3.748
H -0.524 1.223 2.224
H -1.934 1.821 3.076
H -1.835 3.713 1.821
H -0.348 4.147 2.648
H -0.695 4.585 -2.022
H 1.060 4.470 -2.220
H -0.570 2.435 -2.906
H -0.506 2.069 -1.191
H 2.137 2.496 -2.558
H 0.656 1.080 -4.096
H 0.249 -0.408 -1.646
H -0.527 -0.600 -3.202
H 1.543 -2.039 -3.867
H 1.931 -2.009 -2.138
H -0.007 -3.682 -3.498
H -0.870 -2.679 -2.347
H 0.694 -3.428 -0.539
H 1.540 -4.430 -1.718
H -0.066 -6.065 -1.703
H -1.384 -4.898 -1.668
H -1.559 -4.956 0.632
H 0.179 -5.060 0.864
H -1.576 -7.150 1.328
H -1.036 -7.512 -0.317
H 1.311 -7.412 0.393
H 0.821 -6.994 2.041
H -0.593 -9.283 1.830
H 0.617 -9.645 0.594
H 1.487 -8.818 3.373
H 1.081 -10.487 2.962
H 4.526 -8.929 2.442
H 3.787 -8.396 0.915
H 3.159 -7.795 2.461
H 2.308 5.870 1.515
H 3.754 5.067 0.907
H 2.129 4.314 3.290
H 2.379 2.963 2.160
H 3.763 3.804 2.846
N 8.394 1.512 0.728
C 7.490 2.479 0.870
C 6.124 2.279 0.737
C 5.665 1.005 0.440
C 6.596 -0.010 0.287
C 7.941 0.294 0.441
H 7.883 3.464 1.101
H 5.435 3.104 0.865
H 4.607 0.812 0.330
H 6.288 -1.020 0.051
H 8.695 -0.478 0.328
N -2.805 4.165 -3.012
C -2.957 3.784 -1.747
C -4.164 3.386 -1.195
C -5.293 3.393 -1.997
C -5.155 3.797 -3.317
C -3.898 4.168 -3.775
H -2.063 3.787 -1.128
H -4.200 3.078 -0.157
H -6.255 3.090 -1.604
H -6.004 3.822 -3.987
H -3.759 4.483 -4.803
N -1.873 -0.608 0.842
C -2.498 -1.751 0.567
C -3.202 -1.975 -0.608
C -3.250 -0.964 -1.556
C -2.588 0.223 -1.286
C -1.923 0.352 -0.078
H -2.439 -2.521 1.329
H -3.696 -2.923 -0.773
H -3.784 -1.102 -2.487
H -2.575 1.043 -1.992
H -1.405 1.274 0.166
N -4.272 4.342 2.290
C -3.857 5.451 1.679
C -4.386 6.709 1.920
C -5.406 6.823 2.851
C -5.850 5.679 3.497
C -5.253 4.467 3.182
H -3.053 5.327 0.961
H -4.004 7.570 1.390
H -5.847 7.787 3.071
H -6.643 5.721 4.231
H -5.573 3.553 3.669
```

Computed properties:
Orbital gap, eV: 9.816
E_LUMO, eV: 0.43
DFT total energy, eV: -69894.2792
Net charge: 0

=====

5.
ORCA calculation (ωB97M-V with the def2-TZVPD basis set) on a structure of composition C24H21N4O2SW at a distorted geometry.

```
53
Properties=species:S:1:pos:R:3
W 0.130 0.648 0.151
C 0.908 -2.086 -1.128
C 2.163 -1.301 -1.419
C 2.832 -1.506 -2.619
C 3.999 -0.810 -2.890
C 4.495 0.109 -1.979
C 3.847 0.360 -0.775
C 4.375 1.389 0.182
C 2.692 -0.377 -0.506
N 1.896 -0.122 0.655
C 2.309 -0.235 1.977
O 3.395 -0.548 2.381
C 1.127 0.042 2.884
C 1.067 -0.067 4.256
C -0.177 0.092 4.867
C -1.329 0.295 4.107
C -1.189 0.374 2.738
N 0.020 0.290 2.193
C -2.297 0.446 1.705
O -3.432 0.693 1.998
N -1.795 0.165 0.416
C -2.670 -0.068 -0.704
C -3.781 -0.905 -0.603
C -4.142 -1.674 0.638
C -4.567 -1.075 -1.741
C -4.250 -0.483 -2.949
C -3.095 0.277 -3.051
C -2.302 0.491 -1.933
C -1.050 1.317 -2.104
H 0.351 -2.304 -2.037
H 0.188 -1.587 -0.449
H 1.113 -3.023 -0.604
H 2.442 -2.218 -3.335
H 4.519 -0.975 -3.824
H 5.398 0.659 -2.211
H 5.062 2.060 -0.330
H 4.902 0.920 1.013
H 3.570 1.992 0.608
H 1.966 -0.285 4.815
H -0.255 0.022 5.943
H -2.312 0.371 4.550
H -3.262 -1.932 1.229
H -4.630 -2.604 0.352
H -4.817 -1.113 1.283
H -5.442 -1.709 -1.669
H -4.879 -0.637 -3.815
H -2.810 0.711 -4.001
H -0.813 1.432 -3.163
H -0.087 0.786 -1.837
H -1.076 2.311 -1.657
S 0.787 5.162 1.193
C 0.544 3.685 0.770
N 0.361 2.546 0.428
```

Computed properties:
Orbital gap (alpha / beta), eV: 7.197 / 7.012
Multiplicity: 3
E_LUMO (alpha / beta), eV: -4.17 / -4.77
ΔE to the lowest compared entry with this formula, charge and spin, kJ/mol: 0.0
DFT total energy, eV: -47940.3846
Expectation value of S²: 2.0192
Net charge: +1

=====

6.
ORCA calculation (ωB97M-V with the def2-TZVPD basis set) on a cluster of 12 separate species, C44H72N8O12S4 in total at a distorted geometry.

```
140
Properties=species:S:1:pos:R:3
N 2.614 1.370 5.922
C 1.741 1.924 5.009
C 0.449 1.816 5.456
C 0.509 1.035 6.631
C 1.830 0.745 6.853
H 3.599 1.365 5.838
H 2.161 2.397 4.127
H -0.449 2.120 4.952
H -0.317 0.712 7.243
H 2.306 0.242 7.677
N 0.517 -4.989 0.735
C 0.041 -5.598 -0.357
C -1.287 -5.316 -0.498
C -1.661 -4.505 0.584
C -0.497 -4.320 1.342
H 1.462 -4.993 1.056
H 0.721 -6.042 -1.049
H -1.896 -5.759 -1.259
H -2.612 -4.080 0.815
H -0.402 -4.010 2.374
N 3.828 1.702 1.780
C 5.008 1.505 2.354
C 5.921 2.415 1.885
C 5.170 3.316 1.067
C 3.877 2.843 1.031
H 3.064 1.052 1.796
H 5.082 0.576 2.895
H 6.888 2.541 2.324
H 5.518 4.256 0.695
H 2.986 3.388 0.826
N -1.433 4.144 -2.639
C -1.413 5.411 -3.129
C -0.717 6.265 -2.303
C -0.226 5.424 -1.273
C -0.764 4.170 -1.453
H -1.955 3.361 -2.998
H -1.966 5.568 -4.046
H -0.555 7.316 -2.475
H 0.411 5.728 -0.434
H -0.647 3.292 -0.869
N 1.685 -0.888 -4.603
C 2.328 -1.195 -3.448
C 1.645 -2.137 -2.749
C 0.481 -2.461 -3.494
C 0.538 -1.628 -4.614
H 2.053 -0.257 -5.278
H 3.252 -0.688 -3.223
H 1.993 -2.577 -1.830
H -0.338 -3.113 -3.221
H -0.173 -1.587 -5.401
N -0.658 1.300 -3.943
C -1.064 1.845 -5.095
C -2.466 1.940 -5.107
C -2.888 1.345 -3.905
C -1.774 0.925 -3.223
H 0.290 1.075 -3.747
H -0.287 2.136 -5.820
H -3.038 2.398 -5.867
H -3.890 1.151 -3.543
H -1.709 0.457 -2.271
N 0.630 0.031 -0.344
C 0.035 -1.107 0.044
C -0.303 -0.895 1.340
C 0.137 0.329 1.760
C 0.734 0.872 0.660
H 1.121 0.208 -1.203
H -0.143 -1.934 -0.639
H -0.801 -1.638 1.915
H 0.067 0.769 2.724
H 1.136 1.831 0.489
N -2.848 0.894 0.180
C -3.752 -0.053 0.521
C -5.001 0.448 0.239
C -4.843 1.752 -0.227
C -3.497 2.002 -0.278
H -1.844 0.775 0.276
H -3.456 -0.993 0.942
H -5.927 -0.031 0.481
H -5.567 2.494 -0.520
H -2.960 2.903 -0.526
O 2.886 -3.851 3.054
S 3.236 -2.563 3.587
O 4.242 -2.478 4.589
O 3.772 -1.613 2.365
C 3.089 -1.637 1.028
C 4.098 -1.468 -0.075
C 1.731 -1.688 4.067
H 2.435 -0.773 1.090
H 2.536 -2.557 0.910
H 4.731 -0.560 0.041
H 3.598 -1.493 -1.053
H 4.631 -2.424 -0.045
H 0.952 -1.953 3.356
H 1.870 -0.613 3.978
H 1.386 -2.003 5.054
O -6.876 -3.013 -5.182
S -6.029 -1.968 -4.835
O -6.653 -0.822 -4.379
O -5.135 -2.603 -3.652
C -4.039 -1.817 -3.072
C -3.532 -2.723 -1.974
C -4.907 -1.640 -6.048
H -4.470 -0.876 -2.714
H -3.219 -1.613 -3.771
H -4.341 -2.879 -1.281
H -2.644 -2.364 -1.444
H -3.286 -3.708 -2.398
H -4.765 -0.572 -6.038
H -5.357 -2.074 -6.955
H -3.953 -2.171 -5.878
O 2.180 2.019 -4.618
S 2.778 2.504 -3.422
O 2.363 1.930 -2.143
O 4.359 2.376 -3.688
C 5.291 1.827 -2.572
C 6.537 1.222 -3.179
C 2.584 4.365 -3.293
H 4.695 1.096 -2.021
H 5.521 2.695 -1.939
H 7.264 0.978 -2.391
H 7.016 1.957 -3.846
H 6.288 0.336 -3.783
H 3.151 4.731 -4.157
H 3.053 4.587 -2.351
H 1.492 4.618 -3.268
O -1.243 -1.669 4.441
S -2.639 -1.832 4.283
O -3.269 -2.611 3.275
O -3.263 -2.470 5.679
C -2.571 -2.064 6.970
C -3.613 -2.343 8.053
C -3.477 -0.164 4.237
H -2.233 -1.014 6.889
H -1.630 -2.643 7.102
H -3.756 -3.393 8.110
H -4.552 -1.875 7.754
H -3.242 -2.044 9.046
H -3.418 0.282 5.232
H -4.473 -0.370 3.900
H -2.985 0.402 3.436
```

Computed properties:
Orbital gap, eV: 8.297
E_LUMO, eV: 0.20
DFT total energy, eV: -126623.6025
Net charge: 0